Record 1
{
  "formula": "CH3I2NS",
  "method": "wB97M-V/def2-TZVPD",
  "multiplicity": 1,
  "relative_energy_kcal_mol": 72.6,
  "homo_lumo_gap_ev": [5.721, 5.714],
  "elements": ["C", "N", "S", "I", "I", "H", "H", "H"],
  "xyz": [[0.9392, 0.4005, -0.0275], [0.4946, -0.8070, 0.6573], [-2.3910, -0.2459, 0.9622], [-2.3871, 1.3752, -0.7307], [0.6554, -2.6109, -0.2495], [1.7225, 0.1722, -0.6490], [1.0535, 1.1125, 0.7573], [-0.0871, 0.6035, -0.7200]],
  "forces_ev_per_a": [[-4.825, -2.669, 0.420], [-0.658, 0.934, 0.428], [1.136, 0.172, -0.599], [0.157, -0.597, 0.456], [-0.036, 0.727, -0.133], [1.964, 0.036, -1.700], [0.132, 0.891, 0.125], [2.130, 0.506, 1.002]]
}



Record 2
{
  "formula": "CH29O17",
  "method": "wB97M-V/def2-TZVPD",
  "multiplicity": 1,
  "relative_energy_kcal_mol": 16.7,
  "homo_lumo_gap_ev": 8.411,
  "charge": -1,
  "elements": ["C", "O", "O", "O", "H", "O", "H", "H", "O", "H", "H", "O", "H", "H", "O", "H", "H", "O", "H", "H", "O", "H", "H", "O", "H", "H", "O", "H", "H", "O", "H", "H", "O", "H", "H", "O", "H", "H", "O", "H", "H", "O", "H", "H", "O", "H", "H"],
  "xyz": [[0.3004, 0.1874, -0.7100], [-0.3936, -0.7536, -0.9890], [0.0534, 0.8364, 0.4510], [1.2744, 0.5394, -1.3900], [-0.7526, 0.5564, 0.9390], [0.8384, 3.3524, -0.6550], [-0.0476, 3.3574, -1.1360], [0.8824, 2.4074, -0.3950], [-2.9076, -1.2636, -0.2910], [-1.9716, -1.1316, -0.5160], [-3.2926, -0.3636, -0.2550], [-1.3556, -0.8716, 2.4010], [-2.1956, -0.5026, 2.0780], [-1.3416, -1.8346, 2.4430], [3.0494, -1.4376, 0.6730], [2.8744, -1.6546, -0.2370], [2.9544, -0.4946, 0.6850], [1.0304, 0.6584, 3.1440], [0.4504, 0.0654, 2.7070], [1.6314, 1.0084, 2.4530], [-3.5286, 1.4854, -0.5540], [-3.1086, 1.5094, 0.2930], [-4.4176, 1.6634, -0.2080], [2.0114, 0.9164, -3.8350], [1.8354, 1.8134, -4.0890], [1.8434, 0.9374, -2.8750], [2.6784, -1.5506, -2.0550], [3.3604, -1.2346, -2.6580], [2.0444, -0.8356, -1.8060], [-1.0066, -3.9596, -1.0360], [-0.9566, -4.8996, -0.8290], [-0.4376, -3.6436, -0.3550], [2.9914, 1.3074, 0.9900], [3.8444, 1.1064, 1.3440], [3.1934, 1.6884, 0.1370], [0.6004, -2.5556, 0.7080], [1.4644, -2.1926, 0.8970], [0.1764, -1.8696, 0.1870], [-3.2856, 0.8774, 2.0130], [-2.7846, 1.4514, 2.5570], [-4.1966, 0.8264, 2.4250], [0.6134, 3.1184, 2.2470], [0.0824, 3.2874, 1.4340], [0.4074, 2.2174, 2.5260], [-1.4836, -1.7046, -3.1580], [-0.9316, -1.4376, -2.4260], [-2.0896, -0.9836, -3.2750]],
  "forces_ev_per_a": [[0.811, 0.467, 0.025], [-2.135, -2.267, -0.237], [-0.117, 1.297, 0.704], [0.728, 1.564, 1.123], [0.756, -0.639, -0.819], [-2.073, -0.308, -0.867], [1.790, 0.132, 0.753], [0.298, 0.652, -0.108], [-0.893, 0.503, 0.672], [-0.135, -0.078, -0.124], [0.419, -0.828, -0.439], [0.427, 0.604, 0.461], [0.031, -1.108, 0.074], [-0.215, 0.223, -0.578], [0.364, -0.823, 1.153], [0.314, -0.465, -1.358], [-0.241, 1.048, 0.154], [1.358, 1.195, 0.535], [-0.931, -1.273, -0.662], [-0.244, -0.509, 0.322], [-1.183, 0.614, -0.524], [1.080, -0.071, 0.775], [-0.111, -0.025, -0.795], [0.432, -0.140, -0.011], [-0.076, 0.629, -0.402], [-0.239, -0.298, -0.262], [0.138, -0.744, 0.339], [-0.509, 0.364, 0.137], [0.537, 0.000, -0.901], [-0.750, -1.211, -0.576], [-0.306, -0.124, -0.409], [1.082, 1.035, 0.928], [-0.373, 0.099, 0.059], [0.946, -0.136, 0.630], [-0.352, 0.265, -0.549], [-0.705, -0.808, 0.640], [0.848, 0.099, 0.304], [-0.350, 0.109, -0.273], [-2.586, -0.563, 0.118], [0.841, 1.002, 1.214], [1.642, 0.015, -0.674], [-1.038, 0.958, -0.690], [0.950, -0.175, 0.727], [0.011, -0.037, 0.232], [-0.229, -0.699, -1.168], [0.403, 0.021, 0.353], [-0.411, 0.437, -0.006]]
}



Record 3
{
  "formula": "CH5PS",
  "method": "wB97M-V/def2-TZVPD",
  "multiplicity": 1,
  "relative_energy_kcal_mol": 72.9,
  "homo_lumo_gap_ev": [8.724, 6.231],
  "elements": ["C", "P", "S", "H", "H", "H", "H", "H"],
  "xyz": [[-0.9620, -0.3457, 0.2111], [-0.3034, 1.3413, 0.3438], [2.9137, -0.3050, 0.3225], [-1.9936, -0.3888, 0.6987], [-1.0052, -0.5906, -0.8144], [-0.4028, -0.8252, 0.9725], [-0.3541, 1.5237, -1.1047], [2.1074, -0.4098, -0.6294]],
  "forces_ev_per_a": [[-2.229, 1.474, 1.958], [0.357, 0.617, -1.036], [1.439, 0.558, 2.300], [0.906, 0.224, -0.955], [0.226, -1.257, -0.629], [0.944, -1.556, -0.087], [0.193, 0.304, 0.817], [-1.837, -0.363, -2.368]]
}



Record 4
{
  "formula": "C34H50Cl2N3OP3Pd",
  "method": "wB97M-V/def2-TZVPD",
  "multiplicity": 5,
  "relative_energy_kcal_mol": 16.2,
  "homo_lumo_gap_ev": [5.951, 4.895],
  "charge": 2,
  "elements": ["P", "C", "C", "H", "C", "H", "C", "H", "C", "H", "C", "H", "C", "C", "H", "C", "H", "C", "H", "C", "H", "C", "H", "C", "C", "H", "C", "H", "C", "H", "C", "H", "C", "H", "Pd", "C", "C", "H", "C", "O", "H", "C", "H", "C", "Cl", "Cl", "P", "C", "H", "H", "H", "C", "H", "H", "H", "C", "H", "H", "H", "P", "C", "C", "H", "H", "H", "H", "H", "H", "C", "H", "H", "H", "H", "C", "N", "C", "C", "N", "N", "C", "C", "H", "H", "H", "H", "H", "H", "H", "H", "H", "H", "H", "H", "H"],
  "xyz": [[-1.6262, 2.8077, -1.3985], [-3.0544, 3.1767, -0.5405], [-3.0932, 4.5748, -0.3286], [-2.1626, 5.1289, -0.4318], [-4.3035, 5.1690, -0.0236], [-4.3230, 6.2451, 0.0963], [-5.4606, 4.4010, 0.1110], [-6.4095, 4.9076, 0.3172], [-5.3981, 3.0112, -0.0613], [-6.3077, 2.4293, 0.0552], [-4.1996, 2.3673, -0.3745], [-4.1339, 1.2797, -0.4542], [-0.1129, 3.4495, -0.8057], [0.1372, 3.8257, 0.5340], [-0.6116, 3.6287, 1.3029], [1.3470, 4.4388, 0.8530], [1.5292, 4.7598, 1.8798], [2.3002, 4.7051, -0.1353], [3.2017, 5.2838, 0.0922], [2.0275, 4.3547, -1.4630], [2.7070, 4.6200, -2.2681], [0.8492, 3.7097, -1.8028], [0.6131, 3.4177, -2.8279], [-1.6637, 1.9208, -2.8776], [-2.0687, 2.9171, -3.7941], [-2.3456, 3.8940, -3.3862], [-2.0979, 2.6171, -5.1384], [-2.3984, 3.3996, -5.8183], [-1.7517, 1.3386, -5.5846], [-1.7799, 1.1381, -6.6587], [-1.3692, 0.3610, -4.6630], [-1.1191, -0.6338, -5.0250], [-1.3121, 0.6231, -3.2923], [-1.0681, -0.1746, -2.5828], [-0.1923, -1.7206, 1.5363], [1.8853, -1.2708, 1.1226], [2.4497, -0.3706, 0.3126], [2.4169, -1.9678, 1.7647], [1.5374, 0.5474, -0.4966], [1.6956, 0.1788, -1.9140], [0.8993, 0.5212, -2.3801], [0.1620, 0.4620, -0.1184], [1.7676, 1.6202, -0.3210], [-0.6406, -0.2639, 0.5722], [0.5240, -3.5896, 2.8663], [-2.8318, -1.6606, 2.0404], [-0.1681, -0.3766, 3.4026], [-0.8933, -1.3280, 4.7704], [-0.3433, -2.2740, 4.8664], [-1.9204, -1.5587, 4.4546], [-0.8667, -0.7216, 5.6826], [1.4957, 0.0676, 3.9694], [1.9532, 0.7576, 3.2489], [2.1030, -0.8425, 4.0451], [1.4086, 0.5511, 4.9527], [-1.0717, 1.1936, 3.3669], [-2.0827, 1.0189, 2.9810], [-0.5547, 1.9058, 2.7118], [-1.1078, 1.5895, 4.3927], [4.2640, -0.2811, -0.0854], [5.1520, -1.3370, 1.0567], [4.7604, 1.4319, 0.1454], [4.6881, -2.3286, 1.0836], [5.1535, -0.9028, 2.0680], [6.1877, -1.4186, 0.7002], [4.1295, 2.1205, -0.4340], [5.7983, 1.5392, -0.1902], [4.7072, 1.7021, 1.2095], [4.5560, -0.8155, -1.7725], [4.3765, -1.8995, -1.8034], [5.5998, -0.5610, -2.0244], [3.8299, -0.2980, -2.4168], [-1.7240, -0.0056, 0.3800], [-3.0705, -4.2102, -0.2536], [-1.7706, -4.7336, 0.1139], [-1.7922, -5.5851, 1.2656], [-0.6423, -4.0264, -0.2121], [-0.6898, -2.7317, -0.4474], [0.5414, -4.6685, -0.2738], [0.7675, -6.0466, 0.1007], [1.7168, -3.9334, -0.6844], [-3.8199, -4.9921, -0.0992], [-3.0355, -3.9183, -1.3050], [-3.3275, -3.3427, 0.3839], [-1.5178, -6.6037, 0.9868], [-1.1276, -5.1895, 2.0535], [-2.8345, -5.5980, 1.6230], [-1.6543, -2.4744, -0.6808], [1.7208, -6.3527, -0.3396], [0.8489, -6.1478, 1.1914], [-0.0113, -6.6973, -0.2968], [1.4040, -3.0477, -1.2394], [2.3124, -3.6370, 0.1839], [2.3372, -4.5703, -1.3220]],
  "forces_ev_per_a": [[1.107, -1.231, 1.778], [-0.934, 0.520, 0.336], [-0.577, -0.433, 0.263], [-0.388, 0.230, -0.042], [0.172, 0.264, 0.240], [-0.181, -0.040, 0.073], [0.193, -0.049, -0.304], [0.364, -0.368, -0.035], [0.015, -0.093, 0.162], [0.175, 0.015, 0.023], [0.075, 0.593, 0.045], [-0.108, 0.380, -0.159], [0.531, 0.356, -0.035], [0.003, -0.138, -0.286], [0.210, 0.126, -0.219], [-0.103, 0.011, 0.114], [-0.041, -0.161, -0.273], [-0.310, 0.289, -0.352], [-0.324, -0.386, 0.018], [0.146, -0.055, -0.154], [0.082, -0.059, 0.237], [-0.216, -0.088, 0.335], [0.311, 0.239, 0.183], [-0.134, 0.244, -0.975], [0.135, -0.829, -0.129], [0.012, -0.166, -0.593], [-0.113, -0.023, -0.408], [-0.010, -0.099, -0.274], [0.010, 0.479, 0.174], [0.036, -0.109, 0.438], [0.013, -0.216, 0.029], [-0.039, 0.164, 0.095], [-0.369, 0.355, -0.179], [0.006, 0.421, -0.170], [1.341, -2.104, 2.055], [0.132, -0.198, 0.042], [0.327, -0.311, -0.303], [0.529, 0.075, -0.186], [1.081, 0.671, -0.799], [-0.595, 0.807, 0.350], [0.827, -0.277, 0.372], [-0.169, -0.560, 0.064], [0.723, -0.363, -0.442], [-2.568, 4.251, -2.950], [0.184, -0.475, -0.116], [-0.204, -0.540, -0.380], [-0.307, -0.222, 0.918], [-0.065, 0.161, -0.213], [-0.162, 0.427, 0.139], [0.270, 0.080, 0.330], [-0.072, -0.243, -0.038], [0.017, 0.149, -0.005], [-0.036, -0.149, 0.201], [-0.127, 0.213, 0.045], [0.162, -0.114, -0.227], [0.015, 0.168, 0.064], [0.186, 0.013, 0.160], [-0.087, -0.189, 0.175], [-0.091, 0.003, -0.311], [-2.145, 0.134, 0.834], [0.337, 0.120, 0.089], [0.456, 0.175, -0.091], [0.115, 0.183, -0.033], [-0.066, -0.151, -0.355], [-0.195, -0.084, 0.169], [0.109, -0.318, 0.107], [-0.122, 0.120, 0.069], [-0.060, -0.162, -0.295], [0.170, 0.203, 0.117], [0.156, 0.307, -0.140], [-0.419, -0.273, -0.121], [0.374, -0.213, 0.153], [0.700, -0.551, 0.840], [-0.082, -0.065, -0.575], [-1.009, 0.592, 0.293], [-0.720, -0.586, 0.948], [2.129, -0.913, -0.714], [-1.301, -0.550, -0.372], [-0.693, 0.344, -0.185], [0.258, -0.450, 0.247], [0.255, 0.305, -0.106], [0.228, 0.170, -0.132], [-0.234, 0.044, 0.054], [0.073, -0.034, 0.134], [-0.007, 0.053, 0.253], [-0.056, -0.124, -0.257], [0.583, -0.039, 0.059], [0.339, 0.324, 0.168], [-0.262, 0.008, 0.079], [-0.032, -0.069, -0.276], [0.148, 0.019, -0.003], [0.208, -0.019, 0.115], [-0.098, 0.052, -0.021], [-0.194, 0.031, 0.047]]
}



Record 5
{
  "formula": "C21H16N6OW",
  "method": "wB97M-V/def2-TZVPD",
  "multiplicity": 3,
  "homo_lumo_gap_ev": [6.813, 6.655],
  "charge": 2,
  "elements": ["W", "O", "C", "C", "C", "C", "C", "C", "C", "N", "C", "C", "N", "H", "H", "H", "H", "H", "H", "H", "C", "C", "C", "C", "C", "C", "N", "N", "C", "C", "C", "C", "C", "N", "H", "H", "H", "H", "H", "H", "H", "H", "H", "N", "C"],
  "xyz": [[0.5065, 0.1605, -0.0021], [2.2975, 0.0338, -0.0212], [3.4346, -0.7345, -0.0177], [4.6874, -0.1658, -0.0246], [5.7924, -1.0001, -0.0202], [5.6327, -2.3821, -0.0090], [4.3667, -2.9308, -0.0014], [3.2384, -2.1092, -0.0056], [1.8804, -2.6430, 0.0055], [0.7086, -1.9677, 0.0099], [-0.3018, -2.9228, 0.0242], [0.2440, -4.1520, 0.0275], [1.6043, -3.9530, 0.0154], [4.7913, 0.9112, -0.0340], [6.7843, -0.5694, -0.0256], [6.4990, -3.0288, -0.0057], [4.2682, -4.0094, 0.0087], [-1.3363, -2.6490, 0.0315], [-0.2047, -5.1300, 0.0376], [2.2945, -4.6871, 0.0147], [2.2692, 5.6689, 0.0134], [0.8861, 5.7943, 0.0109], [0.0769, 4.6737, 0.0066], [0.6594, 3.4087, 0.0045], [2.0383, 3.2790, 0.0071], [2.8414, 4.4087, 0.0116], [-0.1553, 2.2031, 0.0004], [-1.4166, 2.4377, -0.0022], [-3.3862, 0.8860, -0.0079], [-4.6893, 1.2615, -0.0067], [-5.5884, 0.1843, -0.0099], [-5.1547, -1.1362, -0.0133], [-3.8019, -1.4349, -0.0131], [-2.9575, -0.4065, -0.0105], [2.8956, 6.5506, 0.0170], [0.4321, 6.7761, 0.0126], [-0.9959, 4.7830, 0.0049], [2.5045, 2.3027, 0.0058], [3.9178, 4.3042, 0.0138], [-5.0047, 2.2946, -0.0039], [-6.6501, 0.3933, -0.0098], [-5.8683, -1.9470, -0.0159], [-3.4202, -2.4437, -0.0154], [-2.0535, 1.3248, -0.0038], [-1.5333, -0.0041, -0.0036]],
  "forces_ev_per_a": [[-1.583, 0.190, 0.005], [2.090, -0.238, -0.012], [-0.267, -0.097, -0.002], [0.090, 0.266, -0.008], [0.008, -0.007, 0.000], [0.048, 0.025, 0.000], [-0.029, -0.112, 0.000], [-0.205, -0.119, 0.006], [-0.152, -0.004, -0.002], [-0.036, -0.175, 0.008], [0.051, 0.166, -0.004], [0.074, -0.060, -0.001], [-0.002, -0.186, 0.003], [0.024, -0.028, 0.000], [-0.010, -0.005, 0.000], [-0.014, 0.014, 0.000], [0.022, 0.034, -0.001], [0.022, 0.027, 0.006], [0.060, 0.012, -0.001], [-0.003, 0.000, 0.000], [0.014, 0.011, 0.000], [0.000, 0.030, 0.000], [-0.136, -0.101, -0.002], [-0.013, -0.043, 0.001], [0.088, -0.217, 0.000], [0.045, 0.035, 0.000], [-0.254, 0.513, 0.001], [0.109, 0.130, 0.003], [0.268, -0.001, 0.000], [-0.099, 0.060, -0.004], [0.001, 0.070, -0.001], [-0.025, -0.039, 0.000], [-0.010, -0.074, -0.002], [-0.004, -0.095, 0.008], [-0.015, -0.014, 0.000], [-0.008, -0.025, 0.000], [-0.029, 0.024, 0.000], [-0.007, 0.105, 0.002], [-0.010, -0.026, 0.000], [0.009, -0.021, 0.000], [0.009, -0.012, 0.000], [0.010, 0.009, 0.000], [0.033, 0.008, -0.002], [-0.262, -0.127, 0.012], [0.096, 0.096, -0.015]]
}



Record 6
{
  "formula": "C6H22INO6",
  "method": "wB97M-V/def2-TZVPD",
  "multiplicity": 1,
  "relative_energy_kcal_mol": 22.6,
  "homo_lumo_gap_ev": 7.362,
  "elements": ["N", "H", "H", "H", "H", "I", "C", "C", "O", "O", "H", "H", "H", "H", "H", "H", "C", "C", "O", "O", "H", "H", "H", "H", "H", "H", "C", "C", "O", "O", "H", "H", "H", "H", "H", "H"],
  "xyz": [[1.8735, 3.5428, 1.1125], [2.7384, 4.0840, 1.0442], [1.2262, 3.8955, 0.4049], [1.5356, 3.5673, 2.0714], [2.1096, 2.5969, 0.7711], [1.0882, 0.3917, -0.4780], [-3.8927, 1.1555, 0.4991], [-2.7765, 0.2311, -0.0855], [-2.3275, 0.9859, -1.1999], [-4.2556, 0.7098, 1.8193], [-4.7626, 0.9011, -0.1254], [-3.8312, 2.2459, 0.5020], [-3.2900, -0.6857, -0.3723], [-2.0248, 0.1533, 0.7013], [-1.3665, 0.8813, -1.2960], [-5.1801, 0.9565, 1.9063], [0.8710, -1.9514, -3.7745], [0.6258, -3.1112, -4.7369], [0.9757, -2.7203, -6.0635], [2.1775, -2.0447, -3.2215], [0.0611, -1.8064, -3.0588], [0.9330, -1.0634, -4.4143], [-0.3945, -3.4940, -4.6616], [1.2507, -3.9456, -4.4028], [0.5012, -3.2810, -6.6822], [2.2467, -1.4402, -2.4737], [1.8592, -0.8305, 3.5281], [0.8935, 0.3640, 3.6301], [0.9970, 0.9875, 4.9204], [2.9861, -0.5047, 2.7246], [1.2940, -1.7362, 3.2921], [2.1433, -1.0356, 4.5613], [-0.1349, 0.0147, 3.5139], [1.1167, 1.1266, 2.8816], [0.1123, 1.0673, 5.2818], [2.6209, -0.2078, 1.8808]],
  "forces_ev_per_a": [[0.955, 0.461, -0.746], [-0.090, 0.124, 0.132], [-0.356, 0.023, 0.357], [-0.315, -0.228, -0.080], [-0.406, -0.982, 0.105], [0.371, 0.498, 0.329], [-1.548, -1.682, -0.100], [-0.909, 2.893, 0.764], [0.482, -0.477, -0.320], [0.211, 0.100, -0.051], [0.056, 0.480, -0.210], [1.038, -0.144, -0.284], [0.537, -0.298, 0.099], [0.231, -0.587, -0.278], [-0.171, -0.117, 0.067], [0.024, -0.138, 0.335], [0.580, 0.789, -1.293], [0.319, -0.354, 0.668], [-0.224, -0.004, 0.132], [-0.114, -0.652, 0.506], [0.191, -0.257, 0.300], [-0.689, 0.102, -0.008], [-0.220, 0.365, -0.212], [0.190, 0.019, -0.064], [0.063, -0.035, -0.001], [-0.113, 0.071, 0.012], [-0.452, 0.824, 0.624], [-0.332, -0.362, 0.695], [0.087, 0.120, -0.018], [-0.413, -0.477, 0.414], [0.255, -0.017, -0.967], [0.671, 0.250, -0.089], [0.009, 0.107, -0.321], [-0.014, -0.239, -0.272], [0.012, 0.028, 0.072], [0.084, -0.203, -0.294]]
}



Values for E, eV, ordered as above
-29607.8264, -36318.9539, -21238.6615, -98958.1780, -34831.7275, -28452.1304